Density functional theory data (the ωB97M-V functional and the def2-TZVPD basis) for C23H20IKN3O3 as an isolated structure.

Properties
- Net charge: -1
- HOMO-LUMO gap: 7.437 eV

Element x y z (Å)
H (-5.18, -0.97, -3.54)
H (3.07, 2.74, 3.71)
C (1.90, 1.04, -2.52)
O (-5.07, 5.22, -1.09)
H (3.22, 2.69, 0.13)
C (-2.89, 0.59, -1.60)
H (-1.04, -1.64, 2.28)
H (3.66, -1.42, -1.02)
H (1.23, 1.21, -3.36)
H (-0.05, -2.58, 1.06)
C (1.62, 1.72, 2.51)
C (3.01, 1.88, -0.56)
K (0.31, -0.18, -0.25)
C (-4.10, 5.35, -0.32)
C (3.56, 0.62, -0.34)
I (1.29, -2.34, 3.36)
H (4.21, 0.45, 0.51)
C (1.66, 4.07, 2.76)
C (-3.45, 2.95, -0.96)
C (-2.61, 1.85, -0.86)
C (-1.23, 2.97, 0.61)
N (-1.96, -0.36, -1.55)
H (-0.95, -3.41, 2.41)
C (-0.43, -2.51, 2.10)
N (-1.51, 1.86, -0.09)
H (-1.87, 4.99, 1.15)
N (0.55, 1.76, 1.72)
H (1.73, 3.06, -1.80)
O (-3.72, 6.31, 0.37)
C (0.00, 2.94, 1.45)
H (-4.33, 2.98, -1.59)
H (-4.83, 1.16, -2.35)
C (3.28, -0.42, -1.21)
C (-2.05, 4.10, 0.57)
H (2.02, 0.73, 2.71)
C (-3.29, -1.78, -2.92)
C (2.17, 2.09, -1.64)
H (-1.33, -2.23, -2.06)
H (2.19, -1.04, -2.95)
C (2.21, 2.84, 3.07)
H (2.10, 4.99, 3.15)
C (2.45, -0.21, -2.30)
H (0.12, 5.08, 1.68)
H (-3.41, -2.73, -3.42)
C (-4.07, 0.40, -2.31)
H (1.04, -3.28, -0.88)
C (-2.14, -1.51, -2.18)
C (-4.27, -0.80, -2.98)
O (0.72, -2.39, -0.72)
C (-3.17, 4.10, -0.23)
C (0.55, 4.13, 1.94)

***

Density functional theory data (the ωB97M-V functional and the def2-TZVPD basis) for one molecule with the formula C23H20N4O3S.

Properties
- SMILES: COc1ccc(CNC(=O)CN(C(=O)c2csnn2)c2cccc3ccccc23)cc1
- Net charge: 0
- HOMO-LUMO gap: 8.329 eV

Element x y z (Å)
H (5.08, -2.12, -0.19)
C (2.72, -0.50, -2.00)
C (3.94, -1.06, 1.99)
H (-2.31, -1.26, -2.72)
C (2.04, 0.12, -0.99)
S (-1.73, -3.09, -1.19)
C (-2.31, 2.11, 0.73)
C (0.46, 3.18, -0.40)
C (4.23, -1.50, -0.42)
C (-1.85, 3.49, 0.35)
C (-0.22, 0.49, -1.79)
H (2.30, 2.56, -1.34)
H (-1.46, -2.71, 2.13)
H (1.58, 0.78, 3.54)
C (-1.63, -1.59, -1.96)
C (2.13, 0.33, 2.73)
C (-1.97, 0.07, 1.99)
H (-3.71, 1.95, -0.89)
C (2.42, -0.05, 0.37)
H (-4.21, -0.43, -0.48)
C (-3.23, 1.43, -0.08)
C (-2.55, -2.69, 2.27)
C (3.82, -1.32, -1.71)
C (3.55, -0.87, 0.64)
N (-0.85, 3.32, -0.70)
C (3.25, -0.46, 3.00)
H (2.40, -0.36, -3.02)
O (-3.17, -1.92, 1.26)
C (-1.71, 1.42, 1.77)
H (4.34, -1.81, -2.52)
H (3.56, -0.61, 4.03)
H (-1.01, 1.93, 2.41)
H (0.86, 1.14, 1.23)
C (-0.55, -0.90, -1.44)
H (-1.47, -0.43, 2.80)
N (-0.40, -2.74, -0.26)
H (-2.67, 4.10, -0.04)
H (-1.19, 2.83, -1.52)
C (-2.87, -0.60, 1.17)
O (-1.04, 1.18, -2.40)
H (0.93, 2.74, -2.48)
C (1.23, 2.40, -1.48)
H (-2.94, -3.70, 2.16)
N (0.09, -1.61, -0.49)
N (0.95, 0.98, -1.34)
H (4.80, -1.68, 2.19)
C (-3.51, 0.10, 0.14)
O (0.99, 3.59, 0.61)
H (-1.37, 4.00, 1.19)
H (-2.79, -2.31, 3.26)
C (1.72, 0.53, 1.44)

***

Density functional theory data (the ωB97M-V functional and the def2-TZVPD basis) for C23H20N7O4OsS2 as an isolated structure.

Properties
- Expectation value of S²: 6.030
- Net charge: +1
- Multiplicity: 5
- HOMO-LUMO gap (alpha / beta): 7.765 / 5.952 eV

Element x y z (Å)
H (-0.82, -0.35, 5.73)
C (4.17, -0.94, -2.94)
C (-1.57, 4.62, -0.38)
C (0.78, -3.23, 0.91)
H (1.59, -3.86, 1.24)
S (1.52, 1.18, 0.04)
C (0.01, -1.03, 0.33)
O (-3.27, 1.01, -2.53)
H (1.09, 0.48, -2.72)
C (-2.83, -3.42, 0.00)
C (-2.35, -0.48, 2.72)
C (-0.78, 1.17, 4.21)
Os (-1.45, 1.56, -0.39)
H (5.29, -1.00, -4.77)
H (-1.93, 6.09, -1.76)
C (-0.95, 2.79, 2.36)
H (-0.60, 3.61, 2.98)
H (5.60, -1.01, -1.34)
C (5.05, -1.65, -3.93)
H (-1.09, 6.58, -0.32)
H (2.55, -0.69, -4.32)
N (-2.27, -0.72, -0.30)
C (-0.44, -3.78, 0.64)
C (2.90, -0.51, -3.31)
H (-2.99, -1.12, 2.13)
H (4.14, 0.15, 0.28)
C (2.08, 0.15, -2.42)
S (-2.42, 3.43, -1.36)
C (-3.49, -1.17, -0.48)
H (-0.15, 1.86, 4.76)
H (4.54, -2.53, -4.33)
C (-1.23, 1.49, 2.94)
O (-1.18, 0.82, -2.28)
N (-1.02, 4.35, 0.76)
H (-4.83, -2.86, -0.52)
C (3.80, -0.04, -0.73)
O (1.02, 2.45, -0.48)
O (2.17, 1.15, 1.32)
H (1.99, -1.45, 1.02)
C (2.54, 0.37, -1.12)
N (0.10, 0.34, 0.08)
C (-1.96, -0.89, 4.00)
N (-2.23, 0.70, -3.04)
H (5.98, -1.98, -3.47)
C (-1.15, -0.06, 4.75)
H (-0.61, -4.84, 0.76)
C (-1.51, -2.95, 0.23)
H (-3.04, -4.48, 0.11)
N (-1.55, 5.87, -0.86)
N (-1.99, 0.68, 2.20)
H (-4.25, -0.45, -0.76)
C (1.02, -1.85, 0.77)
C (-1.28, -1.57, 0.06)
N (-1.18, 3.03, 1.12)
C (4.61, -0.69, -1.64)
H (-2.30, -1.84, 4.38)
C (-3.81, -2.54, -0.35)

***

Per-record energy relative to the best compared isomer or geometry (same formula, charge and spin), kcal per mole: 0.0, 37.5, 4.4
Per-record total energy, Eh: -2176.20652, -1731.40084, -2459.44153